(1)
107
Properties=species:S:1:pos:R:3:forces:R:3:lowdin_spin:R:1 method="wB97M-V/def2-TZVPD" multiplicity=4 total_charge=-1 largest_force_ha_per_bohr=0.016 s_squared=3.77 orbital_gap_ev="7.08 / 6.67"
V 0.725 0.095 0.380 0.15 0.33 -0.57 1.8770
O 4.758 0.943 -1.004 -0.02 0.00 -0.01 -0.0002
C 5.102 1.759 -0.001 -0.01 -0.01 -0.01 0.0006
C 6.358 2.370 -0.123 -0.01 0.01 0.01 0.0000
C 6.820 3.244 0.835 -0.01 0.00 0.01 0.0005
C 6.043 3.544 1.953 0.00 0.00 -0.01 0.0000
C 4.805 2.949 2.082 0.01 -0.02 0.00 0.0004
C 4.316 2.052 1.128 0.03 -0.03 0.00 -0.0004
C 2.983 1.448 1.317 -0.08 -0.04 0.00 0.0040
O 2.639 0.489 0.506 0.06 -0.16 0.20 0.0053
N 2.207 1.873 2.273 -0.17 -0.03 0.04 -0.0012
N 0.986 1.208 2.179 -0.02 0.10 0.08 -0.0047
C 0.141 1.425 3.119 0.12 -0.01 -0.07 0.0276
C -1.175 0.816 3.190 0.07 0.05 -0.07 0.0044
C -1.994 1.111 4.286 0.00 0.01 0.01 0.0042
C -3.255 0.566 4.413 0.01 -0.03 -0.02 0.0033
C -3.719 -0.298 3.418 0.02 0.04 0.00 0.0051
C -2.936 -0.605 2.326 -0.03 0.05 -0.03 0.0010
C -1.651 -0.057 2.187 0.08 0.01 -0.03 0.0063
O -0.918 -0.389 1.149 -0.04 -0.33 0.22 0.0157
H 3.868 0.544 -0.883 0.03 0.01 0.01 0.0000
H 6.943 2.132 -1.001 0.01 0.00 -0.01 0.0000
H 7.795 3.702 0.712 0.01 0.01 0.00 0.0000
H 6.400 4.234 2.706 0.00 0.00 0.00 0.0000
H 4.172 3.163 2.932 -0.01 0.00 0.01 0.0000
H 0.436 2.108 3.916 -0.01 -0.03 -0.02 0.0008
H -1.615 1.786 5.045 0.00 0.00 0.00 0.0000
H -3.874 0.806 5.267 0.00 0.00 0.00 0.0001
H -4.710 -0.728 3.497 -0.01 -0.01 0.01 0.0002
H -3.293 -1.254 1.536 0.00 -0.01 0.00 -0.0001
N -2.466 0.129 -1.694 0.71 -0.05 -0.05 -0.0003
C -3.090 -0.884 -2.327 -0.01 -0.10 0.03 0.0043
C -4.425 -0.796 -1.998 0.05 0.01 -0.03 0.0009
C -4.493 0.324 -1.147 0.07 0.00 -0.01 0.0000
N -3.301 0.873 -0.967 0.03 0.08 0.06 0.0009
H -1.447 0.298 -1.666 -0.80 0.09 0.10 -0.0017
H -2.547 -1.579 -2.945 0.01 -0.01 -0.01 0.0031
H -5.223 -1.438 -2.326 0.00 0.00 0.00 0.0000
H -5.355 0.749 -0.658 0.00 0.01 0.00 0.0000
C -2.722 -9.141 -1.633 0.00 0.00 0.00 -0.0005
C -2.214 -7.738 -1.436 -0.01 -0.01 -0.01 -0.0037
C -1.888 -7.267 -0.170 0.01 0.00 0.01 0.0083
C -1.393 -5.984 0.030 -0.02 -0.03 -0.01 0.0227
C -1.053 -5.552 1.433 0.01 0.01 0.02 0.0092
C -1.215 -5.141 -1.078 0.01 0.05 0.01 0.1349
Te -0.471 -3.093 -0.671 0.04 -0.01 -0.04 0.3244
N 0.686 -1.233 -1.195 0.02 0.03 0.15 0.3450
C 1.568 -1.219 -2.215 -0.08 0.15 0.05 0.0256
O 2.659 -0.642 -2.184 -0.10 -0.09 0.05 0.0365
C 1.184 -1.875 -3.522 0.09 -0.05 0.04 0.0052
C 1.988 -2.875 -4.060 -0.03 0.02 0.02 0.0003
C 1.684 -3.424 -5.297 0.00 0.02 -0.01 0.0005
C 0.600 -2.949 -6.025 0.00 -0.02 0.01 -0.0012
C -0.184 -1.928 -5.506 0.00 -0.01 0.01 0.0000
C 0.101 -1.402 -4.254 -0.04 0.04 0.05 -0.0007
C 1.440 -3.949 -0.330 -0.02 -0.03 -0.05 0.0089
C 1.902 -4.897 -1.240 0.02 0.00 0.00 0.0078
C 3.174 -5.432 -1.122 0.00 0.00 -0.01 -0.0002
C 3.995 -5.019 -0.082 0.00 -0.01 0.00 0.0062
C 3.529 -4.089 0.831 0.00 -0.03 0.00 -0.0012
C 2.250 -3.542 0.732 -0.01 0.01 0.01 0.0054
C 1.824 -2.551 1.781 -0.03 0.00 0.03 0.0052
C -1.541 -5.593 -2.356 0.01 0.03 0.00 0.0043
C -1.354 -4.758 -3.594 -0.01 0.03 -0.02 0.0169
C -2.038 -6.887 -2.514 -0.01 -0.01 -0.01 0.0030
H -3.150 -9.538 -0.712 -0.01 0.00 0.01 0.0000
H -1.912 -9.810 -1.935 0.01 0.00 0.00 -0.0003
H -3.486 -9.179 -2.409 -0.01 0.00 -0.01 -0.0001
H -2.026 -7.916 0.689 0.00 -0.01 0.01 0.0018
H -1.316 -6.333 2.146 0.00 0.00 0.01 0.0006
H -1.582 -4.639 1.714 0.00 0.00 0.00 0.0032
H 0.016 -5.347 1.532 0.00 0.00 0.00 0.0006
H 2.855 -3.204 -3.502 0.01 -0.02 0.00 0.0002
H 2.305 -4.213 -5.704 0.01 -0.01 0.00 0.0001
H 0.374 -3.368 -6.998 0.00 0.00 -0.01 -0.0001
H -1.017 -1.537 -6.078 -0.01 0.00 0.00 0.0000
H -0.497 -0.592 -3.851 0.01 -0.03 -0.01 -0.0001
H 1.263 -5.216 -2.054 0.00 0.00 -0.01 0.0004
H 3.523 -6.160 -1.843 0.00 0.00 0.00 -0.0001
H 4.995 -5.420 0.018 0.01 -0.01 0.00 0.0005
H 4.169 -3.769 1.645 0.01 0.00 0.01 -0.0002
H 2.000 -2.953 2.782 0.03 0.01 -0.02 0.0004
H 0.760 -2.310 1.722 0.01 0.00 0.00 0.0038
H 2.410 -1.632 1.697 -0.02 0.02 -0.02 0.0006
H -1.074 -3.732 -3.362 0.01 0.02 -0.01 0.0161
H -2.266 -4.736 -4.193 -0.01 0.00 0.00 0.0002
H -0.562 -5.168 -4.224 0.01 -0.01 -0.01 0.0000
H -2.291 -7.232 -3.512 0.00 0.00 -0.01 0.0002
C -0.725 8.027 -7.547 0.01 0.00 0.01 0.0001
C -0.626 6.967 -6.473 0.00 -0.03 -0.03 0.0009
O -1.126 5.882 -6.578 0.01 0.02 0.02 0.0001
S 0.309 7.514 -5.057 0.00 0.01 0.00 0.0012
C 0.284 6.082 -4.019 0.00 0.01 -0.01 0.0082
C 1.384 5.232 -3.989 0.00 0.00 -0.01 -0.0010
C 1.387 4.132 -3.151 -0.01 0.02 0.00 0.0090
C 0.289 3.863 -2.329 0.05 -0.05 0.01 0.0070
C -0.815 4.720 -2.374 -0.02 0.00 0.01 0.0089
C -0.816 5.822 -3.209 0.00 0.00 0.00 -0.0011
C 0.309 2.727 -1.461 -0.13 0.06 -0.10 0.0471
C 0.346 1.752 -0.735 -0.02 -0.02 0.04 -0.0287
H -1.778 8.208 -7.758 -0.01 0.00 0.00 0.0000
H -0.260 7.640 -8.454 0.00 0.00 0.00 0.0000
H -0.242 8.958 -7.258 0.00 0.00 0.00 0.0000
H 2.237 5.436 -4.624 0.01 0.00 -0.01 -0.0002
H 2.237 3.464 -3.121 0.02 -0.01 0.00 0.0005
H -1.668 4.506 -1.745 -0.01 0.00 0.00 0.0005
H -1.671 6.485 -3.238 0.00 0.00 0.00 -0.0002

---

(2)
118
Properties=species:S:1:pos:R:3:forces:R:3:mulliken_charge:R:1 method="wB97M-V/def2-TZVPD" total_charge=+1 largest_force_ha_per_bohr=0.024 e_above_lowest_ev=0.000 orbital_gap_ev=7.39
Zr -0.159 -0.031 0.040 -0.90 -0.56 -0.58 -2.0435
F -0.745 -2.010 -6.337 0.09 0.03 0.01 -0.3139
C -1.139 -1.828 -5.066 -0.09 -0.03 0.04 0.5748
F -2.313 -1.178 -5.112 0.09 -0.03 0.03 -0.2316
F -1.371 -3.049 -4.551 0.01 0.08 -0.01 -0.1986
C -0.105 -1.071 -4.267 -0.10 -0.07 -0.04 -0.1066
C 1.112 -0.745 -4.824 0.10 0.08 0.04 -0.2533
C 2.066 -0.068 -4.065 -0.16 -0.04 0.10 -1.2235
C 1.739 0.274 -2.770 0.06 0.06 -0.24 -0.6220
N 0.548 -0.017 -2.238 0.30 0.10 0.18 0.6869
C -0.366 -0.710 -2.935 -0.13 -0.04 0.05 0.7059
S -1.764 -1.138 -2.006 0.21 0.30 0.09 -0.5106
H 1.320 -1.024 -5.847 0.02 -0.01 -0.03 0.5298
H 3.033 0.182 -4.468 0.08 0.02 -0.05 0.4726
H 2.428 0.802 -2.122 0.01 -0.02 -0.04 0.3874
Br -5.676 -4.995 -2.578 -0.04 0.03 -0.04 -0.1610
C -4.473 -5.698 -1.307 0.09 -0.04 0.07 -0.0456
C -3.109 -5.661 -1.568 -0.16 0.03 -0.06 -0.4603
C -2.218 -6.148 -0.629 -0.04 0.00 -0.04 -0.1719
C -2.701 -6.666 0.566 0.09 -0.20 0.18 0.0828
C -4.068 -6.765 0.789 0.01 0.04 -0.07 -0.2164
C -4.963 -6.259 -0.137 0.03 0.05 -0.07 -0.5321
N -1.883 -7.224 1.617 -0.49 -0.23 -0.15 -0.4616
N -0.868 -6.672 2.037 0.51 0.35 -0.03 -0.4875
C -0.452 -5.396 1.499 0.06 -0.20 0.21 0.0140
C 0.781 -5.314 0.911 -0.16 0.16 -0.01 -1.0748
C 1.218 -4.121 0.298 -0.24 0.02 0.02 -0.3871
C 0.413 -3.003 0.329 -0.03 -0.11 0.08 0.5008
O 0.736 -1.844 -0.207 0.54 0.05 0.10 -0.6016
C -0.829 -3.059 1.025 0.09 0.04 -0.15 -0.5242
N -1.543 -1.897 1.036 0.08 0.09 0.17 0.8606
C -2.717 -1.915 1.622 -0.05 -0.13 0.00 -0.4123
C -3.240 -3.048 2.280 0.11 0.12 -0.10 -1.7680
C -2.517 -4.204 2.298 0.03 0.02 0.00 -0.6821
C -1.275 -4.245 1.623 0.01 -0.01 0.00 1.2729
H -2.747 -5.247 -2.497 0.01 0.03 -0.05 0.5603
H -1.161 -6.116 -0.840 0.04 -0.02 0.01 0.4945
H -4.419 -7.233 1.697 -0.01 -0.03 0.05 0.4929
H -6.027 -6.312 0.039 -0.03 0.00 -0.01 0.4426
H 1.396 -6.201 0.864 0.03 -0.09 0.00 0.4765
H 2.156 -4.088 -0.239 0.05 0.03 0.00 0.6213
H -3.300 -1.007 1.580 0.01 0.01 0.02 0.7698
H -4.204 -2.980 2.759 -0.03 0.00 0.02 0.5208
H -2.885 -5.079 2.817 0.00 0.00 -0.01 0.6835
C -4.046 2.289 1.529 0.00 0.07 -0.09 -1.8971
C -2.863 1.404 1.325 0.05 0.01 -0.21 0.3232
N -2.499 0.905 0.198 -0.29 0.12 0.11 1.1444
O -3.236 1.317 -0.891 0.06 -0.03 0.33 -0.5620
C -1.992 1.033 2.451 0.33 -0.12 0.12 0.1533
C -2.411 1.076 3.883 -0.03 0.00 -0.08 -1.9675
N -0.856 0.557 2.051 0.01 0.31 0.37 1.5074
O 0.011 -0.063 2.794 -0.25 0.12 -0.14 -0.5989
H -4.384 2.722 0.591 0.02 -0.04 0.01 0.4553
H -3.807 3.083 2.236 0.02 0.05 0.04 0.3046
H -4.872 1.719 1.958 -0.06 -0.04 0.02 0.3360
H -2.934 0.700 -1.594 0.07 -0.02 -0.01 0.2191
H -3.307 0.477 4.057 -0.02 -0.04 -0.01 0.3559
H -2.642 2.095 4.198 -0.01 0.05 0.00 0.3614
H -1.607 0.689 4.504 0.05 -0.01 -0.01 0.3050
C 4.258 -2.493 3.314 -0.09 0.08 -0.04 -0.9653
N 3.067 -1.603 3.305 0.02 0.12 -0.01 0.2550
C 1.978 -2.166 4.151 0.01 0.05 0.03 -0.7435
C 2.545 -1.326 1.904 -0.13 -0.08 0.09 0.2283
C 2.948 0.030 1.381 -0.18 0.14 0.03 1.2878
C 4.199 0.538 1.724 0.00 -0.03 -0.07 -0.5871
C 4.613 1.788 1.290 -0.01 0.01 0.00 -1.3005
C 3.757 2.522 0.494 -0.03 0.01 0.00 -1.2004
C 2.508 2.007 0.162 -0.06 0.10 -0.03 0.0773
C 2.026 0.761 0.590 0.10 -0.07 0.01 1.4819
H 4.637 -2.572 4.331 0.03 -0.02 -0.03 0.3966
H 5.012 -2.083 2.649 0.02 -0.07 0.04 0.3490
H 3.936 -3.467 2.953 0.05 -0.01 0.02 0.3552
H 3.327 -0.692 3.694 0.01 -0.06 -0.06 0.5475
H 1.665 -3.105 3.699 -0.04 -0.02 0.03 0.2982
H 1.153 -1.455 4.147 -0.02 -0.05 0.06 0.1961
H 2.362 -2.333 5.155 -0.05 -0.02 -0.01 0.4393
H 1.467 -1.362 2.017 0.16 -0.02 -0.13 -0.6841
H 2.870 -2.159 1.279 0.03 0.07 0.02 0.2326
H 4.894 -0.037 2.325 0.04 -0.03 0.03 0.2168
H 5.587 2.167 1.564 0.03 0.01 0.01 0.4422
H 4.047 3.500 0.134 0.02 0.03 -0.01 0.4583
H 1.881 2.640 -0.456 0.09 -0.07 0.04 0.5357
Cl 1.830 3.394 5.585 -0.01 0.00 -0.02 -0.2332
C 1.149 4.268 4.253 0.03 -0.03 0.03 0.1310
C -0.227 4.361 4.127 0.06 0.02 -0.06 -1.1279
C -0.750 5.038 3.039 0.01 0.04 -0.04 1.0874
C 0.059 5.638 2.074 -0.09 0.00 0.00 -0.4554
C -0.515 6.349 0.861 0.00 0.06 -0.05 -0.4538
C -1.679 5.586 0.195 0.06 0.13 -0.03 -0.9817
N -1.169 4.371 -0.426 -0.15 -0.24 0.02 0.3868
C -0.971 4.129 -1.763 0.18 0.00 -0.02 -1.6239
C -0.452 2.875 -1.851 -0.01 0.16 -0.02 -0.9940
N -0.334 2.341 -0.586 -0.42 -0.45 -0.35 2.0425
C -0.792 3.264 0.228 0.40 0.13 0.26 -0.5878
O -0.794 7.720 1.102 -0.08 -0.12 0.01 -0.5636
C -1.805 8.045 2.056 0.02 -0.01 -0.02 -0.5072
C -3.184 7.948 1.464 0.00 -0.01 0.03 0.0840
C -4.232 7.214 1.931 0.10 -0.06 0.10 0.7366
Cl -4.259 6.210 3.334 0.02 0.02 -0.01 -0.1546
S -5.634 7.321 0.954 -0.01 0.02 -0.02 -0.1683
C -4.828 8.380 -0.123 0.10 -0.01 0.05 -0.3468
C -3.552 8.630 0.266 -0.14 -0.09 0.00 -0.8646
C 1.436 5.546 2.262 0.11 -0.04 -0.10 0.8928
Cl 2.535 6.267 1.127 0.06 -0.01 0.04 -0.1953
C 1.992 4.860 3.331 -0.10 -0.01 0.02 -0.9082
H -0.871 3.912 4.868 -0.03 -0.03 0.03 0.5808
H -1.825 5.094 2.942 -0.07 0.00 -0.02 -0.0079
H 0.272 6.380 0.102 -0.12 0.05 0.09 0.8759
H -2.110 6.208 -0.590 0.03 0.00 0.06 0.4454
H -2.486 5.311 0.872 0.02 0.06 0.08 0.0814
H -1.207 4.863 -2.508 -0.03 0.07 -0.13 0.5682
H -0.158 2.338 -2.732 -0.03 -0.06 -0.06 0.6016
H -0.810 3.182 1.296 -0.06 -0.04 0.16 0.2566
H -1.594 9.080 2.335 -0.02 -0.06 -0.02 0.3697
H -1.717 7.440 2.961 -0.01 -0.01 -0.02 0.2649
H -5.347 8.772 -0.978 -0.07 0.05 -0.10 0.4651
H -2.875 9.272 -0.272 0.09 0.10 -0.08 0.4316
H 3.062 4.788 3.435 0.07 -0.01 0.00 0.4547